{
  "formula": "C53H36Cl2N3O2PSTa",
  "method": "wB97M-V/def2-TZVPD",
  "charge": 1,
  "gap_ha": 0.2375,
  "relative_energy_kj_mol": 53.1,
  "e_tot_ha": -4072.9471,
  "homo_energy_ha": -0.3613,
  "lumo_energy_ev": -3.4,
  "species": ["Ta", "Cl", "Cl", "S", "P", "O", "O", "N", "N", "N", "C", "C", "C", "C", "C", "C", "C", "C", "C", "C", "C", "C", "C", "C", "C", "C", "C", "C", "C", "C", "C", "C", "C", "C", "C", "C", "C", "C", "C", "C", "C", "C", "C", "C", "C", "C", "C", "C", "C", "C", "C", "C", "C", "C", "C", "C", "C", "C", "C", "C", "C", "C", "C", "H", "H", "H", "H", "H", "H", "H", "H", "H", "H", "H", "H", "H", "H", "H", "H", "H", "H", "H", "H", "H", "H", "H", "H", "H", "H", "H", "H", "H", "H", "H", "H", "H", "H", "H", "H"],
  "coordinates": [[-0.72332, -0.44458, -1.37423], [-3.74965, 3.02229, -4.56000], [-2.35781, 0.94780, 0.21274], [-2.22137, 0.77976, -2.91724], [0.25381, 1.00464, 2.55359], [-0.52992, -1.02234, 0.53655], [0.99123, -2.54850, 0.02704], [-0.65365, -2.13081, -2.48874], [-2.68887, -1.99736, -0.81330], [0.43251, -0.03592, -3.44660], [-3.17671, 2.16432, -0.72688], [1.69615, -2.89591, 2.67043], [-2.12837, -3.23811, -0.95189], [1.48030, 2.26948, 3.02125], [-1.89564, 1.70097, 6.04322], [0.57671, -2.06943, -6.52281], [-0.56440, -3.22803, -4.72250], [-0.12068, -3.14965, -6.06469], [1.51805, 3.25931, -0.43520], [-3.77075, 3.04965, -2.83169], [-0.81547, -5.66103, -1.23975], [0.34905, -1.06180, -4.33366], [-4.45275, 4.07142, -2.19174], [1.55807, 1.23889, -5.11732], [1.02865, 3.57463, 3.23404], [-3.10417, 2.05684, -2.10543], [5.08614, 0.22399, -1.62651], [-0.89468, 1.76627, 5.08124], [2.84116, 3.00494, -0.62000], [-3.69760, -4.18504, 0.60274], [4.15029, -0.82220, -1.78763], [0.81606, -0.97976, -5.64970], [1.09767, -0.57413, 3.02698], [3.29173, 4.38766, 3.28181], [3.75096, 3.10294, 3.03856], [-4.28240, -2.95742, 0.69540], [1.74866, -0.64767, 4.25781], [0.93865, 0.94058, -0.95912], [-0.37897, -4.52878, -1.95976], [1.92563, 4.62186, 3.37555], [-4.49128, 4.13106, -0.80665], [-1.89444, -5.59067, -0.40175], [1.46336, 0.21709, -6.02030], [2.34335, -1.81642, 4.70214], [-0.98706, 1.01605, 3.91281], [-3.08909, 0.11408, 4.69680], [0.51737, -1.80542, 0.85798], [3.28306, 1.70807, -0.99315], [-0.28829, -2.21098, -3.85101], [-3.72820, -1.87989, -0.02554], [0.57124, 2.22194, -0.61325], [2.85237, 2.05180, 2.90286], [2.33826, 0.66684, -1.15517], [-3.84551, 3.16588, -0.05260], [-2.99562, 0.87731, 5.85417], [1.07935, -1.72143, 2.23267], [-2.09625, 0.19013, 3.73203], [2.31242, -2.95420, 3.90587], [4.65855, 1.45636, -1.23003], [-2.57691, -4.36291, -0.24236], [2.82312, -0.60646, -1.55153], [-1.03602, -3.33838, -1.83192], [1.00628, 1.08306, -3.83657], [-2.17352, -0.41621, 2.83203], [-4.16593, -0.89340, 0.05787], [1.86423, 0.31833, -7.02187], [-1.80953, 2.29182, 6.94650], [5.36446, 2.26726, -1.09235], [-0.46871, 2.48277, -0.46574], [4.81366, 2.91353, 2.95453], [0.49247, -4.59816, -2.59691], [1.68274, -3.75887, 2.01929], [3.57717, 3.79008, -0.49086], [1.78023, 0.23406, 4.88660], [-0.28010, -6.59389, -1.35742], [-5.02099, 4.93444, -0.31371], [4.48984, -1.80449, -2.09048], [2.13100, -1.43384, -1.65588], [1.18007, 4.24710, -0.14820], [3.22774, 1.05812, 2.69442], [1.55808, 5.62451, 3.55328], [1.02627, 1.89713, -3.12535], [-4.95046, 4.82147, -2.79084], [-4.07915, -5.02953, 1.16396], [2.03743, 2.17376, -5.37015], [2.77007, -3.87442, 4.24363], [-0.34571, -3.97046, -6.73205], [-3.93770, -0.54166, 4.54637], [-5.14700, -2.78847, 1.32142], [6.13636, 0.04388, -1.81610], [-2.22989, -6.45919, 0.15050], [0.92368, -2.01838, -7.54663], [2.83270, -1.83852, 5.66731], [3.99288, 5.20441, 3.39450], [-0.03627, 3.77379, 3.29244], [-1.11504, -4.09871, -4.39491], [-3.77342, 0.82698, 6.60495], [-3.85682, 3.18862, 1.02863], [-0.03521, 2.40350, 5.25311]],
  "atomic_forces_ev_per_a": [[-0.179, 0.331, -1.517], [0.014, -0.030, 0.060], [0.037, 0.246, 0.310], [0.213, 0.013, 0.392], [-0.093, -0.168, 0.096], [0.285, -0.327, -0.002], [0.023, -0.067, -0.100], [0.274, -0.252, 0.193], [0.346, 0.028, 0.170], [-0.138, -0.256, 0.371], [-0.016, -0.087, 0.113], [0.050, -0.063, 0.116], [-0.178, 0.165, -0.014], [0.037, 0.051, -0.138], [-0.003, -0.012, -0.022], [-0.001, 0.015, 0.037], [0.051, -0.173, -0.112], [-0.024, 0.010, 0.075], [-0.073, -0.019, -0.013], [-0.037, 0.043, -0.055], [-0.028, 0.063, -0.016], [0.073, 0.247, 0.103], [-0.004, 0.014, 0.003], [-0.019, 0.022, 0.072], [0.035, 0.025, 0.005], [-0.082, -0.094, -0.086], [-0.045, -0.082, -0.014], [0.004, 0.001, 0.082], [0.050, -0.006, -0.035], [0.032, -0.070, 0.007], [0.090, 0.050, 0.012], [0.046, 0.050, -0.151], [-0.072, 0.141, 0.101], [-0.012, 0.025, -0.002], [-0.038, -0.056, -0.003], [-0.003, 0.052, -0.051], [-0.014, -0.014, 0.153], [-0.216, -0.388, -0.017], [0.038, -0.170, 0.028], [-0.004, 0.005, -0.012], [-0.010, 0.023, -0.004], [0.036, 0.026, -0.034], [-0.007, -0.044, -0.072], [-0.008, 0.047, -0.039], [0.171, 0.096, 0.039], [0.000, -0.003, 0.008], [-0.037, 0.332, -0.112], [0.074, 0.075, 0.027], [-0.211, -0.104, 0.425], [-0.144, 0.007, -0.082], [0.093, 0.023, 0.073], [-0.023, 0.028, 0.027], [-0.077, 0.041, 0.102], [-0.039, 0.045, -0.010], [0.024, -0.004, -0.037], [-0.023, -0.100, -0.057], [-0.072, -0.048, -0.037], [-0.048, 0.043, -0.070], [-0.041, 0.035, 0.050], [-0.072, -0.077, 0.062], [-0.055, -0.017, -0.017], [0.034, 0.261, -0.231], [0.018, 0.086, -0.145], [0.015, 0.036, 0.056], [-0.014, -0.036, 0.037], [-0.008, 0.008, 0.018], [-0.001, -0.008, -0.010], [-0.012, -0.002, -0.012], [0.027, 0.050, -0.020], [-0.006, -0.010, -0.007], [-0.013, -0.017, 0.010], [-0.001, -0.007, 0.001], [-0.002, -0.016, 0.012], [-0.001, -0.007, 0.005], [-0.002, 0.015, 0.011], [-0.002, -0.008, -0.017], [0.003, 0.008, 0.000], [-0.011, 0.018, -0.019], [0.006, -0.007, -0.010], [0.015, -0.030, 0.013], [-0.001, -0.004, 0.010], [0.020, 0.000, -0.038], [0.006, -0.012, 0.010], [0.003, 0.012, -0.002], [-0.018, -0.005, 0.010], [0.005, 0.008, -0.011], [0.008, -0.005, 0.007], [-0.002, 0.006, 0.006], [0.002, 0.010, -0.014], [-0.012, -0.010, 0.014], [-0.004, 0.006, -0.017], [-0.002, -0.001, 0.016], [-0.013, 0.003, 0.002], [-0.008, -0.001, -0.001], [0.021, 0.015, -0.021], [0.018, 0.009, -0.026], [0.007, -0.007, -0.007], [0.014, -0.006, -0.010], [-0.040, -0.037, 0.001]],
  "lowdin_charge": [1.634, 0.702, 0.814, 0.688, 1.123, -0.339, 0.071, -0.098, 0.023, -0.049, -0.600, -0.010, -0.173, -0.387, -0.073, -0.016, 0.010, -0.045, -0.069, -0.675, -0.038, -0.181, -0.090, -0.001, -0.124, -0.663, -0.069, -0.092, -0.024, 0.017, -0.058, -0.137, -0.276, -0.084, -0.079, -0.024, -0.082, -0.279, -0.013, -0.080, -0.059, -0.013, 0.030, -0.051, -0.362, -0.084, -0.516, -0.167, -0.212, -0.134, -0.175, -0.096, -0.200, -0.085, -0.083, -0.131, -0.122, -0.054, -0.029, -0.138, -0.053, -0.242, -0.100, 0.076, 0.087, 0.130, 0.107, 0.115, 0.051, 0.107, 0.130, 0.120, 0.119, 0.112, 0.115, 0.117, 0.108, 0.083, 0.111, 0.106, 0.106, 0.115, 0.114, 0.128, 0.119, 0.110, 0.114, 0.102, 0.114, 0.107, 0.120, 0.121, 0.112, 0.104, 0.105, 0.119, 0.105, 0.117, 0.097]
}



{
  "formula": "C53H41MoN8P2STe",
  "method": "wB97M-V/def2-TZVPD",
  "charge": 1,
  "gap_ha": [0.2079, 0.1883],
  "e_tot_ha": -3899.1717,
  "homo_energy_ha": [-0.3578, -0.3452],
  "lumo_energy_ev": [-4.1, -4.3],
  "species": ["Te", "Mo", "S", "P", "P", "N", "N", "N", "N", "N", "N", "N", "N", "C", "C", "C", "C", "C", "C", "C", "C", "C", "C", "C", "C", "C", "C", "C", "C", "C", "C", "C", "C", "C", "C", "C", "C", "C", "C", "C", "C", "C", "C", "C", "C", "C", "C", "C", "C", "C", "C", "C", "C", "C", "C", "C", "C", "C", "C", "C", "C", "C", "C", "C", "C", "C", "H", "H", "H", "H", "H", "H", "H", "H", "H", "H", "H", "H", "H", "H", "H", "H", "H", "H", "H", "H", "H", "H", "H", "H", "H", "H", "H", "H", "H", "H", "H", "H", "H", "H", "H", "H", "H", "H", "H", "H", "H"],
  "coordinates": [[-1.17822, -0.69788, 3.26062], [-0.24080, -1.22985, -0.99823], [-2.55703, -0.43241, -1.78268], [1.21585, -0.32667, 0.90716], [-1.26173, 0.57726, 0.36231], [-3.94259, 1.46400, -2.91481], [2.45000, -1.72785, -3.00095], [1.40682, -2.39093, -1.00263], [1.00252, -3.56659, 1.03587], [-3.64370, -0.51405, -4.17578], [0.23727, 3.15886, 5.98985], [0.08209, -1.75409, -3.14165], [-1.07056, -2.71589, 0.19811], [-3.41974, 0.27463, -3.13894], [3.73591, -0.38170, 2.13892], [-0.87594, -1.21733, -5.25967], [-3.74127, 2.70577, 2.73403], [-1.47205, 1.60610, 5.38237], [-4.83687, 1.91397, -3.78784], [0.09462, 1.46167, -1.81173], [-2.40935, -2.84220, 0.27155], [1.77416, -3.11308, 0.11166], [1.30292, -1.35335, -3.60431], [0.30287, -0.58566, -5.65167], [3.58517, -3.07917, -1.29156], [2.45123, -2.36588, -1.86971], [-0.14733, 0.44234, 1.76427], [4.82714, -3.44700, -1.77552], [-2.63637, 2.20472, 2.07220], [-0.79638, 3.27451, -0.51542], [3.01556, -2.21274, 4.08384], [-2.79934, 1.21939, 1.09360], [-0.62573, 1.91008, -0.70474], [0.63883, 2.33899, -2.72345], [2.12334, 1.12638, 0.28684], [2.45011, -0.92776, 2.12122], [2.80226, 3.40296, 0.63174], [3.63486, 3.31915, -0.47387], [0.75648, 1.29596, 4.59930], [5.65443, -4.17683, -0.93044], [-5.16575, 1.22602, 1.49665], [-4.06805, 0.72901, 0.81370], [4.27686, -1.64156, 4.11452], [1.40831, -0.68897, -4.83957], [4.63395, -0.73431, 3.13075], [-5.00704, 2.21720, 2.44810], [-4.53422, -0.06869, -5.04963], [2.11379, -1.86995, 3.09323], [5.27622, -4.50080, 0.36804], [-0.93939, -1.77955, -3.99870], [0.47042, 3.70269, -2.51777], [-2.33344, -4.31763, 2.14709], [2.94204, 1.04896, -0.83723], [2.06097, 2.30443, 1.02233], [-5.43634, 3.25211, -3.52963], [-3.07287, -3.60366, 1.20205], [-0.34357, -3.47600, 1.06582], [4.02105, -4.15697, 0.84930], [-0.23190, 4.16186, -1.41551], [1.10332, 2.44148, 5.29920], [-1.01096, 2.73618, 6.04693], [-0.96396, -4.26460, 2.05256], [-5.18491, 1.14326, -4.89864], [3.17436, -3.48133, -0.00780], [-0.57116, 0.89035, 4.60876], [3.69716, 2.14643, -1.21091], [-1.64478, 2.56603, 2.32093], [-3.61113, 3.46952, 3.48560], [4.24109, 4.16817, -0.75079], [-5.86410, 2.60186, 2.97871], [-0.32029, -4.82862, 2.70644], [1.49973, 0.74708, 4.03756], [0.26088, 0.36053, -1.91815], [4.03853, 0.32846, 1.38485], [2.11985, 2.81167, 5.28782], [-4.75208, 4.02448, -3.87947], [-2.96481, -2.28724, -0.47532], [-5.93040, 1.48068, -5.59941], [-5.57869, 3.39944, -2.46298], [2.37457, -0.31427, -5.13246], [0.88937, 4.40436, -3.22144], [5.96509, -5.05357, 0.99071], [-1.35546, 3.64251, 0.33257], [-2.50908, 1.31152, 5.44405], [1.42960, 2.33524, 1.90296], [-1.68623, 3.34766, 6.62915], [0.36092, -0.05571, -6.59030], [2.74353, 4.31591, 1.20378], [-4.73551, -0.73104, -5.88066], [3.00932, 0.13311, -1.41334], [4.97687, -1.90680, 4.89260], [5.13104, -3.19253, -2.77888], [-1.73940, -1.24217, -5.90136], [-2.82566, -4.91359, 2.89986], [4.34911, 2.07390, -2.06894], [6.61554, -4.51384, -1.28768], [-0.34416, 5.22302, -1.24631], [1.14961, -2.35638, 3.07996], [-6.14905, 0.83172, 1.29028], [-1.84246, -2.27119, -3.65508], [1.20039, 1.97378, -3.57188], [2.72212, -2.92837, 4.83671], [5.61619, -0.28523, 3.13720], [-6.38309, 3.35598, -4.05213], [-4.15005, -3.63404, 1.19303], [3.69651, -4.41220, 1.84453], [-4.20770, -0.03366, 0.06378]],
  "atomic_forces_ev_per_a": [[0.720, 1.136, 0.723], [-1.943, -0.100, -0.483], [0.040, -1.159, 0.874], [0.084, 1.888, 0.257], [0.850, 1.787, 0.037], [0.069, 0.365, 0.298], [1.168, -0.639, 0.925], [0.425, -1.087, 0.801], [1.150, -0.030, 0.032], [0.034, -0.230, -0.033], [0.096, 0.517, 0.372], [0.770, 0.592, 0.487], [0.180, -0.954, 0.755], [0.431, 0.106, -0.135], [-0.113, 0.027, -0.141], [0.108, -0.161, 0.175], [0.027, 0.054, -0.006], [0.034, -0.182, -0.147], [-0.122, -0.257, -0.400], [-0.391, -0.082, 0.578], [-0.870, 0.060, -0.045], [-0.772, -0.885, -0.183], [-0.722, 0.077, -0.807], [-0.034, -0.070, 0.276], [0.239, -0.557, 0.884], [-0.037, 1.037, -1.114], [-0.984, -1.788, -0.427], [-0.226, 0.146, -0.057], [0.072, 0.013, -0.160], [0.023, -0.297, -0.041], [-0.030, -0.009, 0.086], [-0.153, -0.369, -0.178], [-0.344, 0.114, -0.275], [0.058, -0.191, -0.153], [0.353, -0.082, -0.074], [0.014, -0.461, -0.159], [0.117, 0.009, 0.032], [0.003, 0.038, -0.014], [-0.034, -0.080, -0.100], [0.093, -0.014, 0.012], [-0.048, 0.023, 0.054], [-0.013, 0.030, 0.010], [-0.023, 0.027, -0.072], [-0.154, -0.052, 0.223], [0.119, 0.009, 0.063], [0.019, -0.020, 0.062], [-0.258, 0.222, -0.138], [-0.129, -0.148, -0.027], [0.016, -0.007, -0.086], [-0.664, -0.010, -0.745], [-0.100, -0.088, 0.046], [0.123, 0.139, -0.408], [0.015, -0.055, 0.287], [-0.002, -0.213, -0.047], [-0.015, 0.048, -0.016], [0.164, -0.010, 0.079], [-0.510, -0.174, -0.076], [-0.270, 0.038, -0.102], [-0.020, 0.168, -0.014], [0.193, -0.293, -0.275], [-0.330, -0.112, -0.018], [-0.194, 0.116, -0.103], [0.140, -0.017, 0.153], [0.922, 0.118, -0.505], [-0.264, -0.454, 0.018], [0.167, -0.039, 0.012], [-0.043, -0.053, 0.055], [0.025, 0.089, 0.064], [0.030, 0.086, -0.090], [-0.101, 0.049, 0.047], [0.102, -0.003, 0.062], [0.081, 0.040, -0.026], [0.452, 1.352, -0.809], [0.046, 0.024, 0.040], [0.148, -0.059, -0.020], [0.005, 0.091, -0.039], [0.012, -0.068, 0.153], [-0.064, 0.002, -0.101], [-0.021, -0.004, 0.068], [0.151, -0.016, -0.021], [0.076, 0.076, -0.072], [0.002, 0.004, 0.064], [-0.040, 0.031, -0.003], [-0.111, 0.065, 0.000], [-0.045, 0.103, -0.012], [-0.153, -0.004, 0.087], [0.018, -0.023, -0.119], [0.028, 0.124, 0.052], [-0.103, 0.045, -0.167], [-0.020, 0.027, -0.015], [0.058, -0.015, 0.060], [0.041, 0.043, -0.088], [-0.087, -0.054, 0.006], [0.007, -0.057, 0.088], [0.056, 0.042, -0.088], [0.109, 0.057, -0.049], [-0.010, 0.084, -0.066], [0.171, 0.135, 0.069], [-0.091, -0.033, -0.058], [0.060, 0.318, -0.036], [0.032, -0.014, -0.030], [-0.010, -0.080, 0.081], [0.074, 0.015, -0.018], [-0.052, 0.103, -0.021], [-0.088, 0.038, -0.046], [-0.034, -0.098, 0.141], [0.022, 0.009, 0.013]],
  "lowdin_charge": [1.330, 1.102, 0.722, 0.906, 0.698, 0.116, 0.178, -0.081, 0.164, 0.049, 0.061, -0.033, -0.055, -0.697, -0.064, -0.048, -0.069, -0.125, -0.320, -0.175, -0.166, -0.324, -0.343, -0.033, -0.082, -0.291, -0.817, 0.012, -0.144, -0.051, -0.066, -0.394, -0.361, -0.054, -0.392, -0.326, -0.055, -0.066, -0.128, -0.052, -0.065, -0.112, -0.062, -0.008, -0.060, -0.065, -0.112, -0.153, -0.046, -0.176, -0.055, -0.040, -0.109, -0.085, -0.022, -0.042, -0.345, 0.013, -0.058, -0.144, -0.149, -0.013, 0.001, -0.098, -0.489, -0.071, 0.103, 0.111, 0.108, 0.108, 0.124, 0.078, 0.016, 0.100, 0.108, 0.091, 0.019, 0.111, 0.083, 0.118, 0.111, 0.112, 0.103, 0.095, 0.097, 0.107, 0.117, 0.111, 0.115, 0.091, 0.110, 0.120, 0.101, 0.121, 0.110, 0.111, 0.112, 0.024, 0.108, 0.089, 0.108, 0.112, 0.110, 0.081, 0.117, 0.118, 0.048]
}